48
Properties=species:S:1:pos:R:3:forces:R:3:mulliken_charge:R:1 method="wB97M-V/def2-TZVPD" total_energy_ha=-4309.01812 total_charge=+2 gap_ev="6.796 / 5.212"
O -0.014633 2.551547 0.486235 0.0510 -2.3936 -1.4935 -0.1528
C 3.331607 -1.728716 -0.043364 -0.2637 -0.0488 -0.1106 -1.2611
C -3.487700 -1.593855 -0.038227 0.2901 -0.0694 -0.0567 -1.2980
H 2.747787 -0.313507 -3.039880 0.2351 0.1245 0.2339 0.2729
H -2.559892 1.104377 1.361028 -0.1332 0.0813 -0.1205 0.2663
C 0.002766 1.587399 -0.128578 -0.1019 3.3524 1.7874 0.0175
C 3.217568 0.211745 -2.195672 -0.0191 -0.0744 -0.1402 -1.2234
H 0.842025 -0.469825 -5.392910 -0.4300 0.1380 -0.0132 0.2818
H -2.074641 -0.527242 3.083516 -0.0169 0.1938 0.1621 0.5761
O -0.022779 1.809728 -3.436792 -0.0199 -1.3785 -0.9628 -0.3566
H -4.329450 -0.050109 -2.232620 0.1344 0.1776 -0.1534 0.4587
Se -0.084892 -2.032853 1.524728 0.2282 0.4277 0.9345 -0.0454
H 4.066688 0.890357 0.676981 -0.2735 -0.0173 -0.1478 0.4624
H -2.839863 2.143582 -0.065467 -0.0412 -0.1738 0.1134 0.4371
H 4.276130 -0.081505 -2.132588 -0.2739 0.2106 -0.1192 0.4583
H 3.133493 1.296930 -2.350420 0.0350 -0.3309 0.0093 0.3653
P -2.518995 -0.190486 -0.686390 -0.7464 -0.3962 -0.3376 1.0464
P 2.419966 -0.260860 -0.626234 0.9429 -0.5372 -0.3230 0.9734
H -3.465989 -2.428569 -0.752262 -0.0352 0.1821 0.2554 0.3740
C -0.046627 0.180359 -5.301086 -0.0116 -0.5570 -1.2349 -0.9761
H 2.925389 -2.032814 0.932902 0.2055 0.0143 -0.3572 0.2819
C -3.270410 0.227544 -2.284306 -0.0777 -0.0634 -0.1786 -1.2748
H -2.794371 -0.325524 -3.102042 -0.1791 0.0516 0.1607 0.2856
C 2.982373 1.008337 0.541382 -0.3957 0.2929 0.2061 -1.2604
I -0.089719 -3.661986 -1.584578 0.0180 0.9153 -0.3546 -0.2862
C -1.000683 0.715874 4.509782 -0.9592 0.0050 -0.2857 -0.5340
C 1.392590 0.400619 4.561406 0.2669 -0.1865 -0.4586 -0.3908
H -4.141851 1.073950 0.537159 0.2757 0.0013 -0.1238 0.4738
In -0.049482 -0.923795 -1.161167 -0.1806 -0.8577 0.0932 0.7741
H 2.775236 2.016540 0.170134 0.0541 -0.1570 0.0767 0.4471
C -3.057641 1.170678 0.387225 0.4429 0.2202 0.2611 -1.2904
H -0.045200 0.924000 -6.122546 -0.0060 -0.1319 0.5501 0.3576
H 2.164138 -1.076798 3.177542 0.0550 0.0686 0.0625 0.4681
C 0.247485 1.071359 5.008808 0.3184 -0.3492 0.2648 -0.5271
H 0.326110 1.806417 5.807540 -0.0166 -0.1566 -0.1779 0.4342
H -3.173964 1.303213 -2.473353 -0.0298 -0.2331 0.0060 0.3753
C 0.042068 -0.809680 2.957075 -0.0541 -0.2487 -0.4989 0.3688
H 4.390389 -1.439452 0.049186 -0.3365 -0.1999 -0.0495 0.4846
C -1.116567 -0.207398 3.479542 0.2539 0.1075 0.1748 -0.4725
H -4.519008 -1.236595 0.111976 0.3326 -0.2142 -0.0875 0.4711
H -0.945381 -0.457940 -5.380682 0.4392 0.1419 -0.0292 0.2803
H -1.920821 1.145534 4.924998 0.5178 -0.0570 -0.1345 0.4063
H 2.366452 0.582045 5.021120 -0.3511 0.0730 -0.1435 0.4297
H 2.494429 0.875018 1.511359 0.0742 0.0571 -0.0754 0.2657
C -0.034331 0.749811 -3.970125 0.0310 1.5015 2.2248 0.6128
H 3.212472 -2.552392 -0.761446 0.0905 0.1716 0.2760 0.3617
H -3.050120 -1.917863 0.918088 -0.2304 0.0422 -0.3415 0.3130
C 1.297866 -0.527215 3.523010 -0.1093 0.2807 0.6571 -0.5325